A 3-piece molecular cluster, C19H42B3NO5 overall. Source: the OMol25 dataset; level of theory: ωB97M-V with the def2-TZVPD basis set.

The geometry in XYZ format:
```
70
Properties=species:S:1:pos:R:3:lowdin_charge:R:1
H 1.1377 -4.0342 5.7007 0.049
N 0.2840 -3.7522 6.1874 0.095
C -0.7258 -3.9457 5.4614 -0.258
C -0.7456 -4.4985 4.0507 -0.027
B -1.7704 -3.6630 3.2087 -0.546
O -3.1179 -3.9702 3.1364 0.261
B -3.9768 -3.0480 2.5569 -0.296
O -3.5779 -1.7358 2.4449 0.257
B -2.2639 -1.4564 2.8066 -0.546
C -1.8869 -0.1276 3.5409 -0.045
C -0.6617 0.6497 3.0393 -0.187
C 0.6254 -0.1968 2.9907 -0.189
C 1.8371 0.7149 2.9529 -0.172
O 3.1094 0.0453 3.0086 -0.046
C 3.1627 -1.2677 2.6677 -0.358
O 3.5871 -1.6583 1.6278 0.112
O -1.3662 -2.4944 2.5866 0.284
H -1.6918 -3.6734 5.8957 0.116
H -0.9799 -5.5649 4.0805 0.121
H 0.2494 -4.3457 3.6240 0.114
H -5.0389 -3.3956 2.1615 0.115
H -2.7667 0.5203 3.4980 0.117
H -1.7380 -0.3793 4.5995 0.130
H -0.4567 1.4697 3.7355 0.114
H -0.8389 1.0978 2.0580 0.104
H 0.6402 -0.7937 3.9086 0.126
H 0.5838 -0.8586 2.1237 0.112
H 1.8246 1.3434 2.0570 0.129
H 1.8059 1.3826 3.8152 0.126
H 2.8240 -1.9519 3.4637 0.143
C -4.2488 1.2922 -3.8036 -0.112
C -3.4403 0.0439 -3.4654 -0.270
C -3.6675 -0.4631 -2.0420 -0.226
C -3.2731 0.5218 -0.9396 -0.217
C -1.8170 0.9838 -0.9866 -0.257
C -0.8141 -0.1542 -0.8255 -0.085
H -3.9777 2.1346 -3.1652 0.064
H -4.0827 1.5992 -4.8368 0.069
H -5.3180 1.1082 -3.6779 0.075
H -2.3769 0.2427 -3.6270 0.097
H -3.7064 -0.7541 -4.1633 0.104
H -3.1203 -1.4005 -1.9075 0.101
H -4.7257 -0.7143 -1.9189 0.110
H -3.4658 0.0491 0.0299 0.102
H -3.9253 1.3983 -0.9795 0.104
H -1.6637 1.7151 -0.1873 0.096
H -1.6177 1.5155 -1.9210 0.100
H -0.9775 -0.6827 0.1188 0.063
H 0.2077 0.2276 -0.8219 0.051
H -0.8895 -0.8799 -1.6361 0.075
C 3.1138 0.6605 -1.1803 -0.117
C 3.9532 0.7430 -2.4501 -0.263
C 4.5545 2.1263 -2.6945 -0.228
C 3.5278 3.2477 -2.8696 -0.231
C 2.5214 3.0259 -3.9980 -0.273
C 3.1648 2.9208 -5.3767 -0.112
H 2.2574 1.3375 -1.2259 0.054
H 2.7320 -0.3494 -1.0267 0.068
H 3.7060 0.9214 -0.3005 0.077
H 3.3463 0.4427 -3.3092 0.099
H 4.7666 0.0159 -2.3866 0.107
H 5.2024 2.0821 -3.5743 0.100
H 5.2073 2.3828 -1.8542 0.109
H 4.0641 4.1845 -3.0522 0.108
H 2.9822 3.3928 -1.9331 0.099
H 1.8115 3.8574 -3.9969 0.103
H 1.9322 2.1257 -3.8004 0.095
H 3.7390 3.8210 -5.6071 0.074
H 2.4097 2.7992 -6.1545 0.068
H 3.8413 2.0673 -5.4419 0.065
```

Summary:
- HOMO energy: -10.31 eV
- Lowest unoccupied orbital energy: 0.45 eV
- Max |F|: 0.0196 Eh/bohr
- Structure (SMILES): [H]/N=C\CB1OBOB(CCCCOC=O)O1.CCCCCC.CCCCCC
- Orbital gap: 10.8 eV
- Energy: -1254.92166 a.u.